[1]
Density functional theory data (wB97M-V/def2-TZVPD) for a cluster of 2 separate species, C32H47N5O3P in total at a distorted geometry.

```
! wB97M-V def2-TZVPD RIJCOSX def2/J DEFGRID3
* xyz 1 1
C -1.687 -0.210 -6.566
N -1.091 0.151 -5.302
C -0.197 1.180 -5.208
O 0.250 1.826 -6.152
C 0.139 1.349 -3.731
C -0.224 2.750 -3.230
C 0.676 3.803 -3.838
C 0.132 4.904 -4.509
C 0.978 5.823 -5.134
C 2.368 5.661 -5.057
C 2.908 4.564 -4.377
C 2.063 3.650 -3.743
N -0.626 0.267 -3.102
C -0.545 0.028 -1.780
C -1.368 -0.865 -1.115
C -1.362 -1.139 0.247
C -2.258 -2.108 0.806
C -2.523 -2.199 2.215
C -3.360 -3.172 2.739
C -4.063 -4.031 1.869
N -4.896 -5.059 2.370
O -5.512 -5.767 1.538
O -4.987 -5.232 3.605
C -3.903 -3.922 0.477
C -2.980 -3.026 -0.028
C -1.516 -0.436 -4.037
C -2.994 -0.099 -3.780
C -1.285 -1.954 -4.080
H -1.237 0.406 -7.348
H -1.502 -1.271 -6.777
H -2.772 -0.042 -6.542
H 1.220 1.165 -3.589
H -1.279 2.950 -3.482
H -0.145 2.774 -2.129
H -0.955 5.005 -4.576
H 0.552 6.656 -5.693
H 3.028 6.388 -5.531
H 3.987 4.406 -4.344
H 2.475 2.789 -3.209
H 0.210 0.608 -1.251
H -2.130 -1.354 -1.717
H -0.763 -0.498 0.879
H -2.069 -1.464 2.885
H -3.514 -3.302 3.810
H -4.489 -4.570 -0.169
H -2.823 -3.048 -1.110
H -3.146 0.985 -3.885
H -3.610 -0.634 -4.514
H -3.312 -0.395 -2.777
H -0.271 -2.152 -4.454
H -1.386 -2.409 -3.093
H -2.021 -2.410 -4.755
C 1.502 -2.442 6.439
C 0.627 -1.909 5.311
C -0.098 -3.090 4.668
C -0.371 -0.915 5.909
N 1.442 -1.208 4.315
C 2.878 -1.383 4.239
C 3.435 -0.331 3.286
N 2.331 0.475 2.810
C 2.535 1.699 2.027
C 3.977 2.172 2.148
C 1.619 2.794 2.577
C 2.214 1.445 0.556
P 0.840 -0.065 3.283
H 0.214 -0.827 2.075
H 2.036 -1.632 6.948
H 0.863 -2.926 7.188
H 2.222 -3.191 6.092
H -0.847 -2.788 3.929
H 0.621 -3.748 4.165
H -0.615 -3.671 5.442
H -1.076 -0.504 5.177
H -0.951 -1.404 6.702
H 0.177 -0.078 6.363
H 3.334 -1.232 5.230
H 3.143 -2.398 3.896
H 4.156 0.293 3.836
H 3.973 -0.813 2.451
H 4.693 1.451 1.738
H 4.097 3.108 1.589
H 4.237 2.387 3.191
H 0.554 2.566 2.458
H 1.824 2.945 3.644
H 1.824 3.739 2.060
H 1.150 1.237 0.401
H 2.472 2.328 -0.044
H 2.786 0.590 0.175
*
```

ΔE to the lowest compared entry with this formula, charge and spin = 11.6 kcal/mol
frontier orbital gap = 4.56 eV

Here are the Löwdin charges for atoms 1 to 4, given in e: atom 1 (C): 0.00, atom 2 (N): -0.04, atom 3 (C): -0.37, atom 4 (O): 0.11



[2]
Density functional theory data (wB97M-V/def2-TZVPD) for a structure of composition C32H47N5OS3Ti at a distorted geometry.

```
! wB97M-V def2-TZVPD RIJCOSX def2/J DEFGRID3
* xyz 0 1
Ti 0.053 0.173 0.114
C -1.756 2.055 -2.866
C -1.468 3.180 -1.905
C -1.431 4.490 -2.371
C -1.109 5.540 -1.527
C -0.799 5.275 -0.203
C -0.831 3.979 0.296
C -0.460 3.730 1.733
C -1.192 2.936 -0.558
N -1.299 1.589 -0.052
C -2.615 1.089 -0.085
C -3.824 1.989 -0.127
C -2.747 -0.247 -0.042
C -4.093 -0.920 -0.083
N -1.541 -0.969 0.046
C -1.609 -2.362 -0.289
C -1.435 -3.325 0.713
C -1.179 -2.929 2.145
C -1.497 -4.670 0.372
C -1.711 -5.066 -0.940
C -1.857 -4.104 -1.925
C -1.812 -2.745 -1.616
C -1.979 -1.723 -2.711
H -1.460 2.340 -3.876
H -2.816 1.784 -2.889
H -1.198 1.160 -2.594
H -1.643 4.680 -3.418
H -1.083 6.556 -1.903
H -0.515 6.085 0.460
H 0.144 4.555 2.112
H 0.117 2.814 1.827
H -1.345 3.642 2.369
H -3.549 3.039 -0.064
H -4.500 1.766 0.703
H -4.397 1.850 -1.050
H -4.759 -0.514 0.683
H -4.012 -1.993 0.081
H -4.588 -0.767 -1.047
H -0.400 -2.170 2.208
H -0.858 -3.795 2.727
H -2.080 -2.526 2.616
H -1.371 -5.416 1.150
H -1.759 -6.118 -1.194
H -2.008 -4.401 -2.957
H -1.615 -2.118 -3.660
H -1.435 -0.808 -2.490
H -3.029 -1.452 -2.844
C 5.557 1.943 0.177
C 4.222 1.358 -0.269
S 4.171 -0.377 -0.417
C 3.212 2.234 -0.498
C 3.397 3.729 -0.311
S 1.547 1.876 -1.011
H 6.263 1.141 0.369
H 5.452 2.542 1.089
H 5.980 2.597 -0.590
H 4.412 4.044 -0.552
H 3.195 4.037 0.724
H 2.707 4.287 -0.945
C 2.590 -0.714 2.841
C 1.941 0.519 2.265
O 0.481 0.374 2.109
C -0.244 0.415 3.361
C -1.721 0.575 3.130
H 3.668 -0.545 2.856
H 2.405 -1.575 2.201
H 2.252 -0.927 3.858
H 2.335 0.715 1.267
H 2.117 1.398 2.881
H 0.162 1.257 3.922
H -0.022 -0.502 3.903
H -1.946 1.539 2.680
H -2.233 0.503 4.092
H -2.101 -0.203 2.472
C 2.047 -5.603 -0.431
C 2.343 -4.262 0.241
C 1.902 -3.091 -0.567
N 1.246 -2.096 -0.105
N 0.988 -1.142 -1.051
C 1.519 -1.382 -2.227
N 1.460 -0.511 -3.240
S 2.270 -2.922 -2.262
H 2.370 -6.421 0.211
H 2.579 -5.698 -1.380
H 0.979 -5.712 -0.626
H 3.417 -4.160 0.420
H 1.841 -4.187 1.205
H 1.459 0.458 -2.879
H 2.129 -0.666 -3.980
*
```

ΔE to the lowest compared entry with this formula, charge and spin = 16.1 kcal/mol
frontier orbital gap (alpha / beta) = 5.41 / 5.41 eV

Here are the Löwdin charges for atoms 1 to 4, given in e: atom 1 (Ti): 0.95, atom 2 (C): -0.02, atom 3 (C): -0.23, atom 4 (C): -0.04



[3]
Density functional theory data (wB97M-V/def2-TZVPD) for a structure of composition C32H48AsCl2N3O3SbTi.

```
! wB97M-V def2-TZVPD RIJCOSX def2/J DEFGRID3
* xyz 1 1
Ti 2.207 0.911 -0.494
O 4.327 -5.485 0.859
C 3.299 -5.249 0.213
O 2.388 -5.950 -0.238
C 3.125 -3.737 -0.119
C 2.096 -3.309 -0.946
C 1.954 -1.955 -1.177
N 2.769 -1.067 -0.588
C 3.823 -1.469 0.147
C 4.025 -2.807 0.397
C 4.756 -0.380 0.491
C 5.972 -0.610 1.121
C 6.866 0.437 1.262
C 6.530 1.685 0.759
C 5.294 1.843 0.161
N 4.413 0.848 0.044
C 0.988 -1.320 -2.090
C 0.311 -2.018 -3.072
C -0.450 -1.305 -3.986
C -0.547 0.070 -3.860
C 0.114 0.694 -2.820
N 0.899 0.022 -1.971
H 1.447 -4.070 -1.361
H 4.853 -3.213 0.965
H 6.220 -1.602 1.469
H 7.821 0.274 1.742
H 7.211 2.522 0.815
H 5.004 2.800 -0.252
H 0.410 -3.092 -3.140
H -0.967 -1.824 -4.782
H -1.141 0.663 -4.540
H 0.016 1.756 -2.650
Cl 3.653 1.184 -2.831
C 2.801 2.400 -1.828
Cl 0.391 2.335 -0.055
H 1.989 2.811 -2.419
H 3.500 3.177 -1.536
C -4.482 -0.662 -3.002
C -4.197 -1.305 -1.643
C -3.447 -2.620 -1.883
C -5.517 -1.618 -0.948
Sb -2.744 0.032 -0.661
C -2.283 -1.020 1.235
C -3.397 -1.893 1.799
C -1.070 -1.889 0.879
C -1.833 -0.038 2.310
C -3.895 1.878 -0.252
C -3.540 2.773 -1.446
C -5.409 1.715 -0.189
C -3.431 2.575 1.024
H -5.103 -1.333 -3.605
H -3.562 -0.471 -3.562
H -5.020 0.284 -2.912
H -4.044 -3.270 -2.531
H -3.263 -3.168 -0.958
H -2.483 -2.458 -2.374
H -6.084 -2.319 -1.571
H -6.140 -0.738 -0.807
H -5.377 -2.091 0.023
H -3.669 -2.706 1.127
H -4.298 -1.316 2.017
H -3.063 -2.351 2.737
H -1.296 -2.635 0.114
H -0.722 -2.427 1.768
H -0.240 -1.274 0.517
H -2.648 0.571 2.692
H -1.047 0.627 1.942
H -1.427 -0.608 3.155
H -3.838 2.328 -2.398
H -2.467 2.977 -1.491
H -4.060 3.733 -1.355
H -5.826 1.331 -1.119
H -5.869 2.694 -0.012
H -5.718 1.054 0.623
H -2.343 2.641 1.099
H -3.814 2.080 1.915
H -3.824 3.598 1.030
C 0.784 1.963 3.727
As 2.351 1.913 2.642
C 3.831 1.343 3.711
C 2.739 3.697 2.052
O 2.162 0.725 1.436
H 1.030 2.501 4.643
H 0.484 0.944 3.963
H -0.016 2.470 3.193
H 3.975 2.052 4.525
H 4.729 1.295 3.097
H 3.612 0.356 4.117
H 2.776 4.301 2.960
H 1.953 4.054 1.393
H 3.708 3.735 1.561
*
```

ΔE to the lowest compared entry with this formula, charge and spin = 36.8 kcal/mol
frontier orbital gap = 5.69 eV

Here are the Löwdin charges for atoms 1 to 4, given in e: atom 1 (Ti): 0.73, atom 2 (O): -0.01, atom 3 (C): -0.68, atom 4 (O): 0.00



[4]
Density functional theory data (wB97M-V/def2-TZVPD) for a structure of composition C32H48B2N2O17P2Re.

```
! wB97M-V def2-TZVPD RIJCOSX def2/J DEFGRID3
* xyz 0 4
Re -0.027 -0.089 -0.036
O 0.636 0.676 4.042
C 0.166 0.819 2.925
O 0.185 -0.111 2.012
C -0.513 2.113 2.557
C -0.924 2.914 3.600
C -1.592 4.099 3.354
C -1.857 4.516 2.070
C -1.454 3.717 1.026
C -0.753 2.503 1.219
O -0.300 1.854 0.169
N -1.799 4.177 -0.327
O -2.091 3.352 -1.167
O -1.781 5.384 -0.523
N -2.031 4.929 4.477
O -1.754 4.557 5.603
O -2.650 5.951 4.230
H -0.713 2.601 4.611
H -2.372 5.444 1.880
C -1.168 -4.978 0.394
C 0.335 -5.020 0.548
C 0.876 -6.413 0.763
O 0.975 -4.528 -0.689
P 1.313 -3.006 -0.872
O 0.322 -2.168 -0.118
C 3.002 -2.735 -0.287
P 3.166 -1.142 0.581
O 2.300 -0.126 -0.065
O 4.690 -0.772 0.608
C 5.547 -0.338 -0.503
C 6.451 -1.495 -0.874
C 4.773 0.217 -1.686
O 2.773 -1.434 2.044
C 3.474 -1.577 3.324
C 4.531 -2.659 3.233
C 3.998 -0.234 3.781
O 1.426 -2.747 -2.395
C 0.452 -3.066 -3.469
C -0.972 -3.183 -2.953
C 0.935 -4.321 -4.165
H -1.629 -5.344 1.315
H -1.478 -5.635 -0.424
H -1.530 -3.967 0.209
H 0.648 -4.359 1.361
H 0.619 -7.050 -0.087
H 0.435 -6.845 1.664
H 1.962 -6.402 0.877
H 3.661 -2.771 -1.155
H 3.285 -3.542 0.390
H 6.139 0.454 -0.055
H 5.885 -2.301 -1.349
H 6.955 -1.891 0.009
H 7.209 -1.156 -1.582
H 4.160 -0.549 -2.172
H 5.492 0.587 -2.418
H 4.116 1.034 -1.391
H 2.671 -1.886 3.984
H 5.318 -2.376 2.528
H 4.093 -3.611 2.926
H 4.990 -2.801 4.212
H 4.794 0.120 3.126
H 4.397 -0.331 4.792
H 3.180 0.485 3.804
H 0.543 -2.208 -4.128
H -1.128 -4.136 -2.440
H -1.656 -3.134 -3.803
H -1.229 -2.366 -2.279
H 0.915 -5.167 -3.475
H 1.949 -4.190 -4.546
H 0.276 -4.545 -5.007
O 1.128 0.401 -2.985
B -0.052 0.234 -2.224
O -1.150 0.339 -3.094
C -0.651 0.574 -4.348
C -1.328 0.743 -5.534
C -0.554 0.953 -6.675
C 0.835 0.990 -6.611
C 1.509 0.819 -5.402
C 0.735 0.613 -4.282
H -2.412 0.722 -5.569
H -1.046 1.096 -7.629
H 1.404 1.159 -7.516
H 2.591 0.853 -5.340
C -5.311 0.661 1.294
C -4.105 -0.244 1.446
C -3.836 -0.534 2.919
O -2.942 0.454 0.945
B -2.114 -0.472 0.358
O -2.732 -1.697 0.206
C -4.129 -1.530 0.560
C -4.595 -2.782 1.278
C -4.893 -1.347 -0.743
H -5.191 1.530 1.944
H -6.226 0.138 1.588
H -5.415 1.013 0.268
H -3.679 0.414 3.437
H -2.931 -1.137 3.038
H -4.675 -1.052 3.389
H -3.926 -3.033 2.102
H -4.614 -3.620 0.577
H -5.605 -2.647 1.674
H -4.541 -0.461 -1.279
H -5.966 -1.252 -0.568
H -4.720 -2.220 -1.376
*
```

expectation value of S² = 3.767
frontier orbital gap (alpha / beta) = 8.05 / 8.41 eV

Here are the Löwdin charges for atoms 1 to 4, given in e: atom 1 (Re): 1.65, atom 2 (O): 0.06, atom 3 (C): -0.54, atom 4 (O): -0.17



[5]
Density functional theory data (wB97M-V/def2-TZVPD) for a cluster of 5 separate species, C32H48Br2N2O12 in total at a distorted geometry.

```
! wB97M-V def2-TZVPD RIJCOSX def2/J DEFGRID3
* xyz 0 1
C -2.404 -2.027 -1.723
C -1.234 -1.341 -2.458
C -0.058 -1.227 -1.470
O 0.620 0.026 -1.541
C 1.912 -0.181 -1.017
C 2.920 0.968 -0.904
O 4.201 0.195 -1.012
C 4.393 -0.702 -0.095
N 4.564 -1.430 0.841
C 3.262 1.880 -2.141
O 2.789 1.926 -3.246
N 4.386 2.565 -1.611
C 4.435 2.496 -0.121
C 2.950 2.076 0.226
C 2.892 1.335 1.624
C 2.247 2.025 2.806
O 0.870 2.321 2.634
C 0.328 2.841 3.836
C -0.001 4.334 3.730
C 2.253 3.436 0.253
Br 3.127 4.846 1.311
C 1.114 3.913 -0.257
C 0.552 5.299 -0.020
Br -0.019 2.860 -1.340
H -2.576 -1.603 -0.734
H -2.158 -3.094 -1.616
H -3.291 -1.901 -2.348
H -0.908 -2.010 -3.254
H -1.467 -0.335 -2.808
H 0.621 -2.069 -1.678
H -0.377 -1.364 -0.426
H 1.786 -0.746 -0.080
H 2.372 -0.894 -1.719
H 5.249 2.346 -2.086
H 5.226 1.890 0.330
H 4.752 3.507 0.119
H 3.941 1.164 1.882
H 2.458 0.339 1.527
H 2.294 1.300 3.637
H 2.835 2.869 3.183
H 1.023 2.735 4.674
H -0.607 2.329 4.081
H -0.891 4.529 3.127
H 0.831 4.918 3.334
H -0.226 4.696 4.739
H 0.442 5.516 1.041
H -0.436 5.389 -0.472
H 1.179 6.039 -0.521
O -4.415 0.645 -2.006
C -4.501 1.307 -1.012
C -3.649 2.498 -0.646
C -3.938 2.657 0.843
C -5.353 2.109 0.951
O -5.439 1.089 -0.059
H -3.984 3.361 -1.224
H -2.596 2.298 -0.836
H -3.843 3.679 1.207
H -3.252 2.031 1.418
H -6.110 2.869 0.743
H -5.555 1.670 1.925
O -2.702 -4.991 0.690
C -2.121 -5.786 0.017
C -2.313 -7.290 0.044
C -1.082 -7.792 -0.695
C -0.782 -6.636 -1.635
O -1.202 -5.449 -0.934
H -3.235 -7.534 -0.487
H -2.357 -7.655 1.065
H -1.229 -8.738 -1.211
H -0.258 -7.919 0.010
H -1.344 -6.702 -2.569
H 0.279 -6.560 -1.865
O 5.849 1.819 5.022
C 6.492 1.030 4.396
C 6.380 -0.480 4.448
C 7.669 -0.927 3.769
C 7.942 0.226 2.817
O 7.424 1.394 3.479
H 5.496 -0.786 3.885
H 6.317 -0.831 5.474
H 7.595 -1.890 3.266
H 8.468 -0.996 4.509
H 7.421 0.108 1.864
H 9.004 0.363 2.623
O -7.056 -3.679 -5.487
C -6.890 -2.632 -4.932
C -7.966 -1.734 -4.351
C -7.221 -0.417 -4.154
C -5.796 -0.890 -3.918
O -5.669 -2.099 -4.700
H -8.305 -2.158 -3.404
H -8.800 -1.634 -5.041
H -7.608 0.195 -3.342
H -7.270 0.172 -5.072
H -5.607 -1.130 -2.876
H -5.060 -0.166 -4.249
*
```

SMILES = CCCOC[C@@]1(OC#N)C(=O)NC[C@@]1(CCOCC)/C(Br)=C(/C)Br.O=C1CCCO1.O=C1CCCO1.O=C1CCCO1.O=C1CCCO1
frontier orbital gap = 9.32 eV

Here are the Löwdin charges for atoms 1 to 4, given in e: atom 1 (C): -0.09, atom 2 (C): -0.19, atom 3 (C): -0.23, atom 4 (O): -0.22



no.,energy (eV),molecular weight (g mol⁻¹)
1,-56818.854,580.73
2,-99067.175,661.83
3,-160108.977,838.21
4,-93817.205,1002.51
5,-201593.868,812.55